# 1
Below is a cluster of 3 separate species, C5H8N2O in total in a non-equilibrium geometry, with properties calculated with ωB97M-V with the def2-TZVPD basis set.

- largest force on an atom (eV/Å) = 6.146
- DFT total energy (Eh) = -379.72815
- ΔE to the lowest compared entry with this formula, charge and spin (kJ/mol) = 945.25
- Kohn-Sham gap (eV) = 8.955

XYZ file:
```
16
Properties=species:S:1:pos:R:3:nbo_charge:R:1
C 0.9959 -1.1092 -0.5748 -0.255
C 1.0053 0.1889 0.1399 -0.293
C 0.2558 1.3551 -0.3019 0.074
C -1.2168 0.1998 0.9098 0.029
C 0.2286 0.8975 1.1819 -0.298
H 2.2906 -3.1771 -0.1173 0.393
H -0.2760 -3.0338 -0.5043 0.364
H 1.6343 -0.7972 -1.5111 0.200
H -0.0354 -1.0288 -1.0736 0.197
H 2.0648 0.3405 0.2196 0.221
H 0.7443 2.3612 -0.6195 0.224
H -1.5322 -0.5510 1.7218 0.223
H 0.4247 1.4186 2.1879 0.258
N 1.0797 -2.4890 0.0609 -0.851
N -1.8150 0.4339 -0.1385 -0.127
O -0.9726 1.2076 -0.9861 -0.359
```

---

# 2
Below is a structure of composition C14H13CdClN4S, with properties calculated with ωB97M-V with the def2-TZVPD basis set.

- largest force on an atom (eV/Å) = 0.709
- DFT total energy (Eh) = -1786.42832
- ΔE to the lowest compared entry with this formula, charge and spin (kJ/mol) = 9.79
- Kohn-Sham gap (eV) = 7.050

XYZ file:
```
34
Properties=species:S:1:pos:R:3:nbo_charge:R:1
Cd 0.0476 -0.8186 -0.2162 1.431
N -0.7653 -5.0230 0.7717 -0.794
C -0.9522 -3.8140 0.1774 0.282
S 0.1177 -3.3711 -1.1082 -0.472
N -1.9866 -3.1243 0.6156 -0.453
N -2.0025 -1.8500 0.1751 -0.308
C -3.1031 -1.2990 -0.1410 0.008
C -3.0696 0.0781 -0.6486 0.162
C -4.2444 0.7155 -1.0314 -0.230
C -4.1821 2.0031 -1.5318 -0.143
C -2.9485 2.6271 -1.6299 -0.262
C -1.8257 1.9237 -1.2272 0.067
N -1.8754 0.6807 -0.7555 -0.516
H -0.2046 -5.6957 0.2811 0.400
H -1.5038 -5.3623 1.3657 0.395
H -4.0456 -1.8384 -0.0939 0.193
H -5.1879 0.1948 -0.9371 0.227
H -5.0839 2.5149 -1.8411 0.225
H -2.8522 3.6362 -2.0035 0.230
H -0.8426 2.3757 -1.2731 0.211
Cl 0.7040 2.0113 1.6099 -0.040
C 2.3451 1.7108 1.0774 -0.044
C 3.1742 2.8063 0.9141 -0.227
C 4.4781 2.6157 0.4888 -0.234
C 4.9258 1.3263 0.2402 -0.204
C 4.0822 0.2444 0.4208 -0.211
C 2.7529 0.3903 0.8387 -0.053
C 1.8739 -0.7940 1.0018 -0.949
H 2.7990 3.7984 1.1265 0.223
H 5.1354 3.4649 0.3594 0.214
H 5.9446 1.1626 -0.0872 0.213
H 4.4467 -0.7577 0.2296 0.211
H 1.4281 -0.8154 1.9999 0.225
H 2.4206 -1.7170 0.8321 0.225
```

---

# 3
Below is a structure of composition C30H25Cl3GeN7O2W, with properties calculated with ωB97M-V with the def2-TZVPD basis set.

- largest force on an atom (eV/Å) = 0.431
- DFT total energy (Eh) = -5216.21049
- ΔE to the lowest compared entry with this formula, charge and spin (kJ/mol) = 89.69
- charge = +2
- Kohn-Sham gap (alpha / beta) (eV) = 6.600 / 6.746
- 2S+1 = 2
- <S²> = 0.787

XYZ file:
```
69
Properties=species:S:1:pos:R:3:nbo_charge:R:1
W 0.1888 -0.0776 0.8232 1.429
C 2.0787 1.3914 -1.2252 -0.225
C 1.4694 2.7017 -0.7336 -0.464
C 1.1075 2.9384 0.7225 0.221
C 1.3801 4.1991 1.2391 -0.177
C 0.9290 4.5569 2.4977 -0.114
C 0.1883 3.6429 3.2289 -0.219
C -0.0212 2.3942 2.6864 0.060
N 0.4412 2.0322 1.4717 -0.546
N 1.2252 0.1518 -1.1923 -0.462
C 0.1761 0.2240 -2.2497 -0.275
C -0.9049 1.1776 -1.8662 0.242
C -1.6064 1.9157 -2.8001 -0.236
C -2.5978 2.7758 -2.3593 -0.089
C -2.8309 2.8898 -0.9965 -0.230
C -2.0873 2.1225 -0.1247 0.086
N -1.1472 1.2617 -0.5498 -0.524
C 2.0863 -1.0314 -1.4956 -0.261
C 1.8258 -2.2268 -0.6172 0.224
C 2.4619 -3.4260 -0.8854 -0.227
C 2.2909 -4.4915 -0.0179 -0.091
C 1.4872 -4.3287 1.1016 -0.224
C 0.8691 -3.1142 1.3014 0.085
N 1.0285 -2.0801 0.4524 -0.504
H 2.9636 1.1768 -0.6368 0.241
H 2.3931 1.5357 -2.2634 0.221
H 0.6024 2.9843 -1.3347 0.244
H 2.2247 3.4499 -0.9796 0.262
H 1.9337 4.9048 0.6357 0.235
H 1.1432 5.5402 2.8944 0.253
H -0.2148 3.8749 4.2041 0.262
H -0.5823 1.6452 3.2284 0.241
H -0.2469 -0.7771 -2.3772 0.251
H 0.6352 0.5120 -3.1993 0.236
H -1.3769 1.8129 -3.8518 0.252
H -3.1725 3.3576 -3.0672 0.255
H -3.5817 3.5605 -0.6047 0.260
H -2.2452 2.1827 0.9411 0.235
H 3.1306 -0.7447 -1.3849 0.246
H 1.9599 -1.3145 -2.5428 0.243
H 3.0897 -3.5143 -1.7621 0.248
H 2.7817 -5.4361 -0.2099 0.255
H 1.3278 -5.1298 1.8084 0.262
H 0.2255 -2.9363 2.1509 0.240
Cl -2.5837 -0.3285 1.6825 -0.272
Ge -1.8547 -1.5180 -0.0475 1.114
Cl -2.1354 -3.5722 0.4023 -0.318
Cl -3.1559 -1.1255 -1.6910 -0.341
O 2.5068 -0.6478 3.3053 -0.448
C 3.0234 -0.3153 2.1444 0.846
O 2.3381 0.0688 1.1630 -0.687
C 4.4754 -0.4307 2.0997 -0.151
C 5.1523 -0.2636 0.8878 -0.172
C 6.5281 -0.3649 0.8505 -0.199
C 7.2292 -0.6234 2.0251 -0.125
C 6.5624 -0.7797 3.2328 -0.197
C 5.1829 -0.6864 3.2801 -0.140
H 4.6006 -0.0505 -0.0166 0.199
H 7.0600 -0.2399 -0.0823 0.236
H 8.3082 -0.6982 1.9966 0.243
H 7.1180 -0.9711 4.1399 0.248
H 4.6634 -0.7988 4.2213 0.254
N 0.2956 -0.4615 2.6010 -0.726
C 1.1454 -0.4451 3.5959 0.500
C 0.8876 -0.2629 4.9282 -0.318
C 1.9572 -0.2842 5.8710 0.252
N 2.8530 -0.3434 6.5888 -0.236
C -0.4589 0.0199 5.2935 0.261
N -1.5688 0.2686 5.4640 -0.249
```